1.
16
Properties=species:S:1:pos:R:3 method="wB97M-V/def2-TZVPD" lumo_energy_ev=-0.3 charge=0 homo_energy_ev=-8.5 homo_lumo_gap_ev=8.215
C -2.32 -0.21 2.76
S -1.65 -0.07 0.95
S -2.49 -0.74 -0.93
H -2.57 -1.19 2.78
H -1.54 0.25 3.25
H -3.18 0.48 2.84
H -3.82 -0.57 -0.83
C 1.67 1.28 -1.03
C 1.66 -0.36 -1.06
S 3.31 -1.18 -1.29
H 2.37 1.58 -1.81
H 0.65 1.62 -1.18
H 2.16 1.59 0.00
H 0.82 -0.62 -1.73
H 1.33 -0.80 -0.07
H 3.59 -1.05 -2.64

2.
16
Properties=species:S:1:pos:R:3 method="wB97M-V/def2-TZVPD" lumo_energy_ev=0.4 charge=0 homo_energy_ev=-8.4 homo_lumo_gap_ev=8.779
C -1.49 -1.79 0.27
S -2.08 -0.28 1.11
S -0.65 -0.29 2.64
H -2.10 -1.78 -0.64
H -0.42 -1.79 0.21
H -1.89 -2.68 0.77
H -0.43 1.03 2.64
C 1.88 -0.22 -0.86
S 0.64 0.60 -1.88
C 0.14 1.96 -0.71
H 2.82 0.30 -0.75
H 1.46 -0.31 0.15
H 2.02 -1.23 -1.24
H -0.91 2.14 -0.92
H 0.73 2.79 -1.07
H 0.28 1.54 0.27

Stability order, top to bottom: 2, 1

1.
29
Properties=species:S:1:pos:R:3 method="wB97M-V/def2-TZVPD" lumo_energy_ev=-3.7 charge=+1 homo_energy_ev=-12.0 homo_lumo_gap_ev=8.274
C -0.73 2.04 -1.60
C -0.28 2.39 0.53
C 0.48 -3.90 -1.12
C -0.31 1.14 -0.35
C 0.79 -2.82 -1.69
C -0.20 1.98 -3.02
C 0.85 2.63 1.40
C -0.86 -4.69 -1.45
N 0.86 -1.73 -2.23
N 0.94 0.13 5.26
O -0.34 3.20 -0.71
O 0.05 0.00 -0.31
H -1.81 1.95 -1.63
H -1.32 2.44 0.84
H 1.25 -4.57 -0.88
H 0.76 2.53 -3.16
H -0.88 2.34 -3.78
H -0.01 0.92 -3.25
H 1.81 2.23 0.97
H 0.78 2.06 2.28
H 0.88 3.67 1.71
H -0.35 -5.50 -1.98
H -1.63 -4.01 -1.90
H -1.25 -5.13 -0.53
H 0.68 -0.95 -1.57
H 1.24 -1.59 -3.21
H 1.57 -0.43 5.69
H 0.07 0.15 5.86
H 1.38 1.04 5.14

2.
29
Properties=species:S:1:pos:R:3 method="wB97M-V/def2-TZVPD" lumo_energy_ev=-3.0 charge=+1 homo_energy_ev=-12.2 homo_lumo_gap_ev=9.210
C -0.69 1.22 1.41
C -1.90 0.05 -1.93
C -0.96 1.31 -1.78
C -1.00 0.31 -0.75
C 0.81 -1.99 -1.58
C 0.70 -1.50 0.96
C -0.79 2.15 3.67
C 0.82 -0.98 -0.39
N -1.46 0.51 0.58
N 1.80 0.14 -0.60
O 0.35 1.76 1.11
O -1.39 1.42 2.59
H -2.93 0.14 -1.74
H -1.54 -0.49 -2.70
H -0.07 1.55 -2.40
H -1.47 2.20 -1.40
H -0.19 -2.14 -1.85
H 1.21 -2.88 -1.20
H 1.17 -1.73 -2.56
H 1.03 -0.77 1.63
H -0.30 -1.83 1.32
H 1.27 -2.41 1.06
H -1.69 2.64 4.11
H -0.09 2.94 3.11
H -0.33 1.52 4.43
H -2.42 0.24 0.89
H 1.99 0.44 -1.58
H 2.82 -0.22 -0.35
H 1.38 0.81 -0.02

Stability order, top to bottom: 2, 1

1.
15
Properties=species:S:1:pos:R:3 method="wB97M-V/def2-TZVPD" lumo_energy_ev="-0.5 / -3.1" charge=0 homo_energy_ev="-9.3 / -6.2" homo_lumo_gap_ev="8.823 / 3.129"
C 1.99 -0.72 -0.32
C 1.13 -0.09 0.45
C -1.40 -0.42 -1.43
C -1.95 1.27 1.18
Si -0.58 0.48 0.02
I 5.76 -0.63 0.47
H 2.88 -1.10 0.17
H 1.96 -1.01 -1.38
H 1.48 0.07 1.42
H -2.27 0.02 -2.05
H -0.66 -0.94 -2.04
H -1.82 -1.19 -0.82
H -2.48 2.00 0.55
H -2.52 0.59 1.67
H -1.50 1.68 2.11

2.
15
Properties=species:S:1:pos:R:3 method="wB97M-V/def2-TZVPD" lumo_energy_ev=0.7 charge=0 homo_energy_ev=-9.6 homo_lumo_gap_ev=10.348
C 1.17 -3.20 -2.61
C 2.03 -2.37 -2.72
C -2.15 0.90 0.43
C 0.85 1.79 1.10
Si -0.41 0.39 1.13
I -0.68 -0.47 3.41
H -0.01 -0.67 0.17
H 0.36 -3.75 -2.39
H 2.87 -1.74 -3.08
H -2.05 1.42 -0.44
H -2.70 -0.02 0.47
H -2.81 1.57 1.00
H 1.88 1.35 1.14
H 0.89 2.40 0.24
H 0.76 2.41 2.14

Stability order, top to bottom: 2, 1

1.
8
Properties=species:S:1:pos:R:3 method="wB97M-V/def2-TZVPD" lumo_energy_ev=4.1 charge=-1 homo_energy_ev=-2.9 homo_lumo_gap_ev=6.982
C 2.46 0.24 0.07
C 0.12 -0.08 -0.18
O 3.88 -0.56 -0.14
O 2.29 1.28 0.63
O 1.49 -0.59 -0.40
H 0.31 0.69 0.59
H -0.40 -1.02 -0.12
H -0.11 0.43 -1.14

2.
8
Properties=species:S:1:pos:R:3 method="wB97M-V/def2-TZVPD" lumo_energy_ev=4.1 charge=-1 homo_energy_ev=-2.3 homo_lumo_gap_ev=6.417
C 1.14 0.80 -0.75
C 1.48 0.21 1.88
O -1.95 -0.60 -1.21
O 0.66 -0.26 -0.99
O 1.90 0.55 0.76
H 0.36 -0.08 1.81
H -2.54 -0.07 -0.55
H -1.06 -0.55 -0.94

Stability order, top to bottom: 1, 2

1.
18
Properties=species:S:1:pos:R:3 method="wB97M-V/def2-TZVPD" lumo_energy_ev="0.5 / 0.5" charge=0 homo_energy_ev="-7.0 / -7.0" homo_lumo_gap_ev="7.480 / 7.464"
C -0.69 1.59 -0.07
C 0.65 1.27 0.06
C -1.86 0.98 0.00
C 2.31 -1.96 -0.07
C -1.97 -0.56 0.09
N 1.45 0.22 -0.06
N 1.30 -1.02 -0.19
O -2.99 1.62 -0.28
F -1.23 -1.04 -0.89
F -1.51 -1.02 1.24
F -3.18 -0.97 -0.07
H -0.81 2.67 -0.05
H 1.25 2.20 0.37
H 3.10 -2.02 0.63
H 1.64 -2.75 0.30
H 2.80 -2.22 -0.99
H 2.51 0.45 -0.04
H -2.76 2.56 0.01

2.
18
Properties=species:S:1:pos:R:3 method="wB97M-V/def2-TZVPD" lumo_energy_ev="-1.4 / -1.4" charge=0 homo_energy_ev="-8.4 / -8.4" homo_lumo_gap_ev="6.992 / 6.997"
C -0.18 -1.86 -1.23
C -0.63 -1.30 0.22
C 0.22 -0.12 0.63
C 0.06 1.09 -0.40
C 0.45 0.72 -1.73
N 1.03 -2.34 -1.13
N -0.35 0.41 -2.66
O -0.95 -1.70 -2.19
F 1.81 -2.61 -2.27
F -1.66 0.78 -2.66
F 0.07 0.27 -3.95
H -1.58 -0.89 -0.05
H -0.47 -2.13 0.94
H 0.20 0.25 1.69
H 1.26 -0.50 0.37
H -1.12 1.37 -0.43
H 0.49 2.06 -0.20
H 1.61 0.44 -1.75

Stability order, top to bottom: 1, 2

1.
9
Properties=species:S:1:pos:R:3 method="wB97M-V/def2-TZVPD" lumo_energy_ev=-1.1 charge=0 homo_energy_ev=-10.1 homo_lumo_gap_ev=9.032
C 0.95 -0.03 -0.34
C -0.55 0.09 -0.07
N -1.13 0.17 1.29
O -0.42 -0.02 2.26
Cl -1.39 1.48 -0.81
Cl -1.32 -1.36 -0.84
H 1.25 0.08 -1.44
H 1.22 -1.10 -0.24
H 1.39 0.69 0.20

2.
9
Properties=species:S:1:pos:R:3 method="wB97M-V/def2-TZVPD" lumo_energy_ev=0.8 charge=0 homo_energy_ev=-10.2 homo_lumo_gap_ev=10.981
C 0.32 -0.27 -0.20
C -0.56 -0.65 0.99
H 0.64 1.90 -2.24
H 1.13 -1.01 -0.30
H -0.39 -1.65 1.17
N 0.17 0.83 -0.82
O 0.99 1.12 -1.80
Cl -0.01 0.17 2.44
Cl -2.28 -0.44 0.75

Stability order, top to bottom: 2, 1

1.
10
Properties=species:S:1:pos:R:3 method="wB97M-V/def2-TZVPD" lumo_energy_ev="-2.5 / -2.5" charge=0 homo_energy_ev="-10.1 / -10.0" homo_lumo_gap_ev="7.575 / 7.484"
C 0.29 0.07 -0.39
C -0.61 0.25 0.57
O -3.11 1.09 1.06
O -2.28 1.71 -1.13
O -2.74 -1.60 -0.84
F -2.48 -2.23 0.38
S -2.25 0.77 -0.03
H 1.29 -0.13 -0.24
H 0.20 0.13 -1.50
H -0.67 0.34 1.68

2.
10
Properties=species:S:1:pos:R:3 method="wB97M-V/def2-TZVPD" lumo_energy_ev=-1.6 charge=0 homo_energy_ev=-10.8 homo_lumo_gap_ev=9.222
C 0.25 -0.85 1.32
C -0.76 -0.50 0.71
O 0.07 2.67 0.76
O 0.07 1.57 -1.45
O 1.57 -0.15 -2.55
F 2.67 0.07 -1.78
S 0.75 1.86 -0.20
H 1.11 -1.29 1.89
H 1.05 0.58 -2.06
H -1.64 -0.15 0.20

Stability order, top to bottom: 2, 1

1.
56
Properties=species:S:1:pos:R:3 method="wB97M-V/def2-TZVPD" multiplicity=2 lumo_energy_ev="-3.0 / -7.8" charge=+1 homo_energy_ev="-12.8 / -12.8" homo_lumo_gap_ev="9.784 / 5.016"
C 2.82 1.81 2.05
C 3.12 1.72 0.55
N 1.78 1.72 -0.10
C 1.59 2.71 -1.16
C 1.31 0.37 -0.43
C 0.02 0.36 -1.27
O -0.55 -0.91 -1.25
H 2.54 2.79 2.46
H 3.54 1.37 2.74
H 1.85 1.39 2.37
H 3.61 0.86 0.08
H 3.83 2.48 0.22
H 2.15 3.63 -1.07
H 1.84 2.37 -2.17
H 0.52 2.93 -1.07
H 2.00 -0.26 -1.00
H 1.20 -0.03 0.59
H -0.04 0.87 -2.24
H -0.68 1.04 -0.76
H 0.02 -1.54 -1.71
H 3.47 -0.51 1.45
H 3.64 -1.53 2.45
O 4.16 -1.12 1.74
H -2.58 2.95 -1.72
H -1.15 2.89 -1.26
O -1.68 2.87 -2.06
H 2.58 -3.52 -1.54
H 2.28 -1.97 -1.27
O 2.80 -2.60 -1.74
H -1.56 -0.94 -4.57
H -0.79 0.39 -4.36
O -1.01 -0.28 -5.00
H -0.01 -4.61 -1.05
H 0.74 -5.12 0.17
O 0.85 -4.59 -0.63
H -0.33 2.66 2.25
H -1.53 2.38 1.30
O -1.24 2.33 2.23
H -2.76 -0.09 -0.03
H -2.86 0.00 1.57
O -3.30 0.16 0.72
H -1.04 -3.53 1.14
H -2.03 -4.60 0.75
O -1.40 -4.38 1.45
H -3.55 -2.36 -0.66
H -3.11 -3.28 -1.72
O -2.74 -2.77 -0.99
H -3.50 2.26 0.54
H -3.59 3.77 0.43
O -3.03 3.02 0.20
H -1.19 -1.25 0.38
H -1.17 -1.05 1.85
O -0.76 -1.63 1.16
H -1.77 -0.54 3.85
H -1.46 0.91 3.09
O -1.82 -0.01 3.06

2.
56
Properties=species:S:1:pos:R:3 method="wB97M-V/def2-TZVPD" multiplicity=2 lumo_energy_ev="-3.4 / -8.6" charge=+1 homo_energy_ev="-13.8 / -13.8" homo_lumo_gap_ev="10.359 / 5.205"
C 0.73 0.12 -0.83
C -0.22 -0.87 -1.54
C -0.86 -1.91 -0.64
O 0.53 -1.41 -2.64
C 0.14 0.82 0.37
N -1.26 1.28 0.16
C -1.72 2.09 1.26
H 0.91 0.90 -1.57
H 1.61 -0.41 -0.47
H -0.95 -0.29 -2.10
H -1.89 -1.64 -0.43
H -0.96 -2.80 -1.26
H -0.31 -2.15 0.27
H 1.23 -1.95 -2.26
H 0.08 0.24 1.31
H 0.70 1.73 0.61
H -1.86 0.47 -0.02
H -1.15 1.90 2.18
H -2.77 1.90 1.50
H -1.56 3.17 1.15
H -3.98 -1.21 2.83
H -3.32 -0.46 1.70
O -3.33 -0.51 2.67
H -1.09 0.56 3.73
H -2.47 1.05 4.10
O -1.64 0.78 4.49
H 3.94 -0.28 1.79
H 3.23 -1.38 2.43
O 3.55 -0.49 2.64
H 2.07 -3.33 0.74
H 3.50 -2.71 0.42
O 2.71 -2.66 0.97
H 3.65 0.41 -1.34
H 4.71 -0.28 -2.23
O 4.22 -0.37 -1.41
H -4.30 0.72 -0.14
H -3.79 -0.21 -1.08
O -4.30 -0.25 -0.25
H -0.82 -2.14 -3.68
H -2.20 -2.79 -3.56
O -1.62 -2.36 -4.19
H 1.99 -2.87 3.19
H 0.86 -3.85 2.74
O 1.16 -3.28 3.45
H -1.48 2.25 -1.90
H -1.76 3.74 -2.33
O -1.78 2.82 -2.61
H 3.35 3.04 -2.57
H 2.13 2.32 -3.19
O 3.00 2.18 -2.79
H 1.29 1.20 4.13
H 0.88 2.62 4.27
O 0.99 1.94 3.59
H 0.39 0.85 -3.69
H -0.54 2.01 -3.87
O 0.36 1.73 -4.10

Stability order, top to bottom: 2, 1

1.
39
Properties=species:S:1:pos:R:3 method="wB97M-V/def2-TZVPD" multiplicity=2 lumo_energy_ev="2.4 / 2.4" charge=-1 homo_energy_ev="-3.6 / -5.3" homo_lumo_gap_ev="5.993 / 7.715"
Hg -1.67 0.89 -2.54
Cl -3.32 -2.17 -3.17
C -1.80 -2.52 -4.05
Cl -0.42 -2.50 -2.91
C -1.61 -1.49 -5.22
O -1.84 -1.99 -6.33
O -1.28 -0.33 -4.90
H -1.88 -3.53 -4.42
C 1.28 2.34 -2.31
O 0.44 3.30 -1.67
C -0.90 3.15 -1.86
O -1.65 3.96 -1.41
H 2.29 2.62 -2.05
H 1.15 2.36 -3.39
H 1.07 1.33 -1.94
O -2.09 -0.84 0.63
S -0.63 -0.80 0.40
C 0.13 -1.75 1.73
C -0.47 -1.78 2.99
C 0.11 -2.53 3.99
C 1.28 -3.25 3.74
C 1.86 -3.23 2.48
C 1.27 -2.48 1.46
C -0.07 0.82 0.98
C 1.28 1.12 1.05
C 1.67 2.39 1.43
C 0.71 3.35 1.73
C -0.64 3.04 1.64
C -1.04 1.77 1.26
H -1.38 -1.22 3.15
H -0.34 -2.56 4.97
H 1.73 -3.84 4.53
H 2.75 -3.80 2.28
H 1.69 -2.47 0.47
H 2.02 0.37 0.80
H 2.72 2.64 1.49
H 1.02 4.35 2.00
H -1.38 3.80 1.83
H -2.08 1.50 1.15

2.
39
Properties=species:S:1:pos:R:3 method="wB97M-V/def2-TZVPD" multiplicity=2 lumo_energy_ev="2.4 / 2.3" charge=-1 homo_energy_ev="-3.6 / -5.1" homo_lumo_gap_ev="6.006 / 7.423"
Hg 0.38 3.02 -0.42
Cl -1.53 4.34 4.64
C -2.03 2.89 3.73
Cl -3.81 2.75 3.72
C -1.44 2.92 2.28
O -1.90 3.77 1.50
O -0.55 2.07 2.11
H -1.65 2.03 4.27
C -2.66 2.72 -1.48
O -2.16 3.75 -2.36
C -0.86 4.07 -2.25
O -0.35 4.85 -2.98
H -3.72 2.63 -1.74
H -2.55 3.02 -0.44
H -2.16 1.78 -1.68
O -0.78 -0.49 -2.09
S 0.61 -0.38 -1.56
C 1.40 -1.96 -1.92
C 0.63 -3.10 -2.03
C 1.25 -4.31 -2.32
C 2.62 -4.37 -2.50
C 3.39 -3.21 -2.41
C 2.77 -2.00 -2.12
C 0.49 -0.64 0.22
C 1.60 -0.41 1.02
C 1.49 -0.58 2.38
C 0.27 -0.97 2.94
C -0.83 -1.18 2.12
C -0.73 -1.00 0.75
H -0.44 -3.03 -1.89
H 0.65 -5.21 -2.40
H 3.10 -5.31 -2.72
H 4.46 -3.25 -2.56
H 3.36 -1.09 -2.06
H 2.53 -0.07 0.58
H 2.34 -0.39 3.02
H 0.18 -1.09 4.01
H -1.79 -1.44 2.56
H -1.58 -1.11 0.09

Stability order, top to bottom: 2, 1

1.
9
Properties=species:S:1:pos:R:3 method="wB97M-V/def2-TZVPD" lumo_energy_ev=0.5 charge=0 homo_energy_ev=-9.8 homo_lumo_gap_ev=10.280
C -0.33 -0.25 0.10
C 0.69 0.69 0.00
H -2.26 0.11 1.17
H 0.07 -2.34 -0.01
N 0.41 -1.39 0.06
N 1.74 -1.12 0.00
N 1.87 0.13 -0.08
F 0.50 2.02 0.02
S -2.04 -0.12 -0.11

2.
9
Properties=species:S:1:pos:R:3 method="wB97M-V/def2-TZVPD" lumo_energy_ev=0.5 charge=0 homo_energy_ev=-9.1 homo_lumo_gap_ev=9.610
C -0.34 -0.21 -0.01
C 0.89 0.40 0.04
H 0.36 -2.36 0.31
H -2.15 0.83 -0.31
N -1.17 0.85 -0.21
N -0.50 2.01 -0.27
N 0.76 1.73 -0.13
F 2.06 -0.19 0.22
S -0.86 -1.88 0.13

Stability order, top to bottom: 2, 1

1.
22
Properties=species:S:1:pos:R:3 method="wB97M-V/def2-TZVPD" lumo_energy_ev=0.1 charge=0 homo_energy_ev=-8.3 homo_lumo_gap_ev=8.319
C -3.48 0.27 -1.70
C -3.59 -0.97 -1.05
C -2.31 0.94 -1.51
C -2.61 -1.54 -0.31
C -1.30 0.52 -0.71
C -1.37 -0.78 -0.10
C 0.99 -0.94 1.14
C -0.11 -1.83 1.95
C -0.43 -1.19 0.86
C 2.12 -0.52 0.93
C 3.51 1.55 1.01
C 3.45 0.02 0.98
H -4.13 0.71 -2.38
H -4.34 -1.70 -1.32
H -2.12 1.86 -2.07
H -2.62 -2.59 0.02
H -0.30 1.03 -0.72
H 3.48 2.14 1.86
H 2.82 1.88 0.34
H 4.43 1.82 0.54
H 3.76 -0.19 2.00
H 4.13 -0.46 0.25

2.
22
Properties=species:S:1:pos:R:3 method="wB97M-V/def2-TZVPD" lumo_energy_ev="-0.5 / -0.5" charge=0 homo_energy_ev="-8.1 / -8.1" homo_lumo_gap_ev="7.650 / 7.653"
C -2.11 -1.08 1.74
C -0.99 -1.21 2.33
C -2.25 -0.67 0.41
C 1.32 -1.13 -0.59
C -1.11 -0.77 -0.32
C -0.02 -1.51 0.14
C 1.44 -0.19 1.75
C 0.94 0.17 -0.98
C -0.50 0.26 -1.25
C 1.84 -0.03 0.30
C 0.30 -1.11 1.85
C -1.17 1.69 -1.27
H -2.92 0.10 0.05
H 1.93 -1.83 -1.06
H 2.27 -0.66 2.35
H 1.37 0.83 2.25
H 1.49 0.58 -1.82
H -0.70 -0.10 -2.30
H 2.89 0.34 0.18
H -1.16 2.15 -2.30
H -0.68 2.39 -0.52
H -2.16 1.79 -0.96

Stability order, top to bottom: 1, 2